Molecular formula: C5H11NO
Method: DFT, ωB97M-V/def2-TZVPD

SMILES string ... C=CC[C@H](N)CO
Frontier orbital gap ... 10.10 eV
E ... -327.04664 hartree
HOMO level ... -0.3384 Eh

CARTESIAN COORDINATES (ANGSTROEM)
C (-1.977, 1.088, -1.364)
C (-1.529, 1.033, -0.100)
C (-1.107, -0.292, 0.550)
C (0.309, -0.740, 0.057)
N (0.782, -1.673, 1.183)
C (1.308, 0.406, 0.027)
O (2.561, -0.130, -0.392)
H (-2.400, 2.049, -1.617)
H (-1.715, 0.403, -2.160)
H (-1.805, 1.890, 0.505)
H (-1.721, -1.128, 0.219)
H (-1.171, -0.214, 1.630)
H (0.249, -1.278, -0.883)
H (0.921, -2.566, 0.709)
H (1.721, -1.383, 1.425)
H (0.977, 1.225, -0.612)
H (1.369, 0.791, 1.056)
H (3.226, 0.519, -0.233)

Forces on the atoms, in the same order (eV/Å):
C 1.15 1.24 0.75
C -1.87 -1.70 -0.63
C 1.03 0.91 -1.53
C 0.14 0.13 3.10
N -0.20 -0.22 -1.81
C -0.25 -0.25 -0.05
O -0.74 -0.46 -0.11
H -0.13 -0.01 -0.63
H -0.43 -0.37 0.17
H 0.34 -0.12 0.33
H -0.56 0.29 0.20
H 0.38 -0.14 0.05
H 0.06 0.13 -0.22
H 0.05 -0.05 0.53
H 0.15 -0.06 0.02
H 0.04 -0.04 -0.18
H 0.04 0.03 -0.08
H 0.78 0.67 0.09